C6H12O | ωB97M-V with the def2-TZVPD basis set

```
19
Properties=species:S:1:pos:R:3
C 0.2936 -2.6689 0.5146
C 0.8374 -1.4591 0.3823
C 1.5336 -0.9762 -0.8588
O 0.8307 -0.5895 1.4368
H 0.3462 -3.3865 -0.2949
H -0.1881 -2.9596 1.4417
H 1.0552 -0.0711 -1.2512
H 1.5157 -1.7368 -1.6419
H 2.5772 -0.7232 -0.6362
H 0.8805 0.3143 1.0930
C 0.1521 2.2374 -0.1014
C -0.9533 1.7704 0.4791
C -2.0365 1.0001 -0.2172
H 0.8977 2.8022 0.4530
H 0.3458 2.0794 -1.1613
H -1.1077 1.9562 1.5427
H -2.9333 1.6223 -0.3292
H -1.7233 0.6722 -1.2139
H -2.3234 0.1164 0.3628
```

Properties
Largest force on an atom: 0.441 eV/A
Highest occupied orbital energy: -8.62 eV
Net charge: 0
ΔE to the lowest compared entry with this formula, charge and spin: 149.76 kJ/mol
E_tot: -311.00223 Ha

***

C6H12O | ωB97M-V with the def2-TZVPD basis set

```
19
Properties=species:S:1:pos:R:3
C -2.3648 0.4667 0.2039
C -1.0675 -0.3090 0.4072
C -0.5884 -1.0499 -0.8372
O 0.7838 -1.3144 -0.6444
C 1.3433 -0.3485 0.2756
C 2.4820 0.3796 -0.4095
C 0.1807 0.5447 0.7297
H -3.2333 -0.1896 0.0826
H -2.3168 1.1113 -0.6799
H -2.5779 1.1121 1.0573
H -1.2054 -1.0295 1.2260
H -1.1304 -1.9900 -0.9850
H -0.7557 -0.4270 -1.7342
H 1.7374 -0.9185 1.1289
H 3.1686 -0.3545 -0.8343
H 3.0371 1.0105 0.2896
H 2.1072 1.0175 -1.2157
H 0.1513 1.4788 0.1504
H 0.2490 0.8098 1.7888
```

Properties
Largest force on an atom: 0.489 eV/A
Highest occupied orbital energy: -9.48 eV
Net charge: 0
ΔE to the lowest compared entry with this formula, charge and spin: 33.55 kJ/mol
E_tot: -311.04649 Ha

***

C6H12O | ωB97M-V with the def2-TZVPD basis set

```
19
Properties=species:S:1:pos:R:3
C 2.3002 -0.4150 -0.6164
O 0.9155 -0.6299 -0.5447
C 0.3170 -0.1146 0.6368
C 0.0747 1.4071 0.5172
C -1.2351 1.4925 -0.2730
C -1.0279 -0.6809 0.9614
C -1.5396 -1.6873 0.0105
H 2.8154 -0.8168 0.2713
H 2.5588 0.6512 -0.7102
H 2.6644 -0.9393 -1.5026
H 0.9515 -0.3640 1.5043
H -0.0659 1.8442 1.5111
H 0.9221 1.9278 0.0412
H -1.0985 1.1139 -1.2929
H -1.7220 2.4723 -0.2981
H -1.9217 0.8287 0.2537
H -2.6287 -1.8126 0.0465
H -1.1641 -1.6938 -1.0221
H -1.1159 -2.5837 0.5060
```

Properties
Largest force on an atom: 0.632 eV/A
Highest occupied orbital energy: -8.26 eV
Net charge: 0
ΔE to the lowest compared entry with this formula, charge and spin: 425.98 kJ/mol
E_tot: -310.89702 Ha

***

C6H12O | ωB97M-V with the def2-TZVPD basis set

```
19
Properties=species:S:1:pos:R:3
C -2.2959 -0.0013 0.9326
C -1.1762 0.8520 0.3385
C -0.4206 0.1264 -0.7567
C 0.9144 0.6164 -1.2303
C 0.8152 -0.7191 -0.5348
C 1.4946 -0.9057 0.8099
O 2.8791 -0.6041 0.7750
H -2.9985 -0.3117 0.1495
H -2.8636 0.5512 1.6889
H -1.8972 -0.9095 1.3991
H -0.4942 1.1873 1.1313
H -1.6052 1.7675 -0.0911
H -1.0807 -0.2438 -1.5430
H 1.1299 0.6393 -2.2954
H 1.3617 1.4429 -0.6761
H 0.8924 -1.5818 -1.1947
H 0.9811 -0.3211 1.5906
H 1.4372 -1.9571 1.1049
H 2.9510 0.3125 0.4791
```

Properties
Largest force on an atom: 0.484 eV/A
Highest occupied orbital energy: -10.11 eV
Net charge: 0
ΔE to the lowest compared entry with this formula, charge and spin: 118.29 kJ/mol
E_tot: -311.01422 Ha

***

What is the formula in the fourth record?
C6H12O

***

Among the records above, which one has the lowest highest occupied orbital energy?
number 4